No. 1
# H24NeO12

A molecular structure, H24NeO12 (the ωB97M-V functional and the def2-TZVPD basis, OMol25).

```
37
Properties=species:S:1:pos:R:3:forces:R:3
Ne -0.45294 0.12734 0.13557 0.069 -0.028 0.094
O 2.05503 -2.40203 1.59461 0.441 0.062 -0.144
H 1.87236 -1.93980 2.41267 -0.059 0.063 0.285
H 1.32890 -2.16501 1.01774 -0.502 -0.131 -0.341
O 1.64777 3.90886 -0.00095 0.088 0.716 -0.206
H 2.02291 3.02912 -0.04070 -0.093 -0.503 0.131
H 0.70268 3.76480 0.04680 -0.227 -0.078 0.218
O 2.12770 -1.29744 -1.90008 0.070 -0.366 0.227
H 2.20175 -0.35004 -2.01488 0.030 0.379 -0.079
H 1.45730 -1.56376 -2.52926 -0.142 0.032 -0.174
O 4.10635 -0.63296 0.26196 0.216 0.555 -0.044
H 4.76613 -1.31745 0.37333 0.148 -0.076 -0.062
H 3.27121 -1.07994 0.39971 -0.415 -0.574 0.259
O -4.34154 -0.87159 -0.08244 -0.282 -0.139 0.675
H -3.63135 -0.54717 -0.63616 0.582 0.220 -0.451
H -4.95750 -1.27509 -0.69401 -0.206 -0.133 -0.003
O -4.18044 1.00141 2.57858 0.023 0.340 0.189
H -4.06765 0.62612 1.70527 -0.134 -0.256 -0.378
H -3.98133 0.28122 3.17683 0.024 -0.176 0.136
O -1.89880 -2.76371 1.58463 -0.281 0.158 0.709
H -1.37541 -2.86130 0.78916 0.248 -0.196 -0.302
H -2.57002 -2.12181 1.35303 -0.382 0.140 -0.036
O -0.22157 -3.27512 -0.41222 0.300 0.116 -0.267
H -0.38688 -3.05153 -1.32814 -0.087 0.172 -0.233
H 0.16629 -4.14961 -0.44490 0.146 -0.314 0.177
O 0.03334 2.99929 2.40551 -0.147 -0.069 -0.181
H 0.07590 2.31480 3.07326 -0.096 -0.206 0.140
H 0.50944 3.73680 2.78715 0.189 0.236 -0.012
O -2.57275 0.29691 -1.82725 -0.247 -0.151 -0.160
H -3.02606 1.13885 -1.87052 -0.195 0.257 -0.027
H -1.64323 0.52513 -1.81566 0.635 0.052 0.025
O 2.87897 1.58410 -0.87745 -0.577 0.413 -0.476
H 3.32978 0.82023 -0.51759 0.581 -0.687 0.418
H 3.54873 2.26743 -0.90430 0.323 0.170 -0.206
O 0.27570 1.38444 -2.53064 -0.447 -0.315 -0.095
H -0.18347 2.08574 -2.99277 -0.078 0.191 -0.236
H 1.11271 1.77275 -2.27594 0.483 0.126 0.428
```
Positions in Å, forces in eV/Å.

Computed properties:
**Charge**: 0
**ΔE to the lowest compared entry with this formula, charge and spin**: 1.076 eV
**E_tot**: -1046.22197 Ha

***

No. 2
# H24O12

12 unconnected molecules or ions with the total composition H24O12 (the ωB97M-V functional and the def2-TZVPD basis, OMol25).

```
36
Properties=species:S:1:pos:R:3:forces:R:3
O -0.64107 0.27139 0.55687 -0.203 -0.058 0.189
H -0.58300 0.43743 -0.38402 -0.066 0.060 -0.307
H 0.26808 0.26662 0.85630 0.251 0.010 0.130
O 1.08910 -1.20368 -4.29357 -0.274 0.084 -0.073
H 1.56255 -1.57083 -3.54705 0.094 -0.154 0.235
H 1.75395 -0.72273 -4.78641 0.173 0.107 -0.147
O -1.57071 1.98564 -3.65375 -0.022 0.067 0.282
H -1.13935 1.30992 -4.17678 0.118 -0.327 -0.098
H -1.66129 2.72913 -4.24979 -0.061 0.222 -0.114
O -5.94438 -0.25520 0.53638 -0.097 0.169 -0.192
H -5.07182 -0.28638 0.92868 0.255 0.037 0.144
H -6.27868 -1.14789 0.62342 -0.129 -0.217 0.036
O 2.46427 4.08487 0.30721 -0.020 -0.339 -0.034
H 2.11014 4.87015 -0.11011 -0.167 0.226 -0.125
H 3.30587 4.36365 0.66809 0.198 0.075 0.141
O -4.30153 -1.81130 -3.30486 0.000 -0.106 -0.240
H -4.70094 -1.02241 -2.93832 -0.114 0.251 0.095
H -3.95532 -2.28004 -2.54548 0.110 -0.126 0.164
O 2.92392 -3.67758 -0.41498 -0.257 -0.090 0.001
H 3.66149 -4.24340 -0.18679 0.177 -0.187 0.017
H 3.26674 -2.78842 -0.32504 0.084 0.344 0.007
O 4.15839 0.48799 -0.70249 -0.056 -0.312 -0.104
H 3.60338 1.25457 -0.55912 -0.235 0.272 0.048
H 5.03630 0.77749 -0.45413 0.226 0.034 0.061
O 0.66024 -4.39372 3.41456 0.099 -0.130 0.241
H 0.18654 -3.56456 3.34875 -0.197 0.214 -0.005
H 1.11314 -4.47862 2.57556 0.105 -0.049 -0.280
O -2.72917 -1.09226 4.40921 -0.160 -0.152 -0.084
H -2.34180 -1.12129 5.28403 0.054 -0.036 0.244
H -2.19278 -0.46066 3.93006 0.129 0.190 -0.207
O -1.15749 5.52834 -1.27614 0.185 0.255 -0.066
H -2.06712 5.38103 -1.01708 -0.237 -0.021 0.071
H -0.75176 4.66259 -1.23058 0.069 -0.296 -0.021
O 3.12179 -0.54268 3.97607 -0.106 0.157 -0.188
H 3.46213 -0.27480 4.82967 0.062 0.105 0.218
H 3.34018 -1.47239 3.91164 0.012 -0.278 -0.038
```
Positions in Å, forces in eV/Å.

Computed properties:
**Charge**: 0
**ΔE to the lowest compared entry with this formula, charge and spin**: 2.744 eV
**E_tot**: -917.22451 Ha
**SMILES string**: O.O.O.O.O.O.O.O.O.O.O.O

***

No. 3
# H24O12

A molecular structure, H24O12 (the ωB97M-V functional and the def2-TZVPD basis, OMol25).

```
36
Properties=species:S:1:pos:R:3:forces:R:3
H 1.05765 0.21391 -0.15087 0.316 -1.218 -0.299
H 0.02021 -0.53128 0.67281 0.322 0.033 -0.289
H 0.93306 1.25954 2.22920 -0.504 0.143 0.043
H 0.03571 2.20071 1.44244 -0.288 0.504 0.364
H -0.14660 -3.58712 -2.26004 -0.034 -0.866 0.495
H -1.07434 -4.76650 -2.01840 0.641 0.165 0.211
H 2.18969 3.79135 2.85029 -0.057 0.151 0.196
H 3.29118 2.77000 2.61878 0.272 -0.053 0.455
H -2.45819 -3.28642 -2.10013 0.450 0.130 -0.145
H -1.66888 -2.00125 -2.28828 0.007 0.187 -0.259
H -1.86456 -0.11236 -1.23177 0.025 -0.058 0.068
H -0.76497 0.40741 -2.14325 -0.034 -0.200 -0.099
H 1.28948 2.28327 -2.50208 0.124 0.075 -0.163
H 0.87985 3.60366 -1.87056 0.368 -0.008 -0.035
H 0.09039 5.60167 -1.42733 0.026 0.192 0.066
H -0.18741 4.36966 -0.58174 -0.101 0.154 0.297
H 0.98525 -2.53040 0.34525 -0.024 -0.152 -0.119
H 1.48880 -2.28883 -1.06830 -0.151 -0.298 0.004
H 2.23218 1.97189 0.06352 0.116 0.050 -0.117
H 2.77231 3.02261 1.01970 0.184 0.402 -0.216
H -2.11840 -4.11387 0.74169 0.032 0.016 0.053
H -3.16089 -3.89025 -0.34148 -0.145 -0.029 0.377
H -3.15974 -2.18968 3.64930 0.082 -0.034 -0.059
H -2.08015 -2.75375 4.55834 0.031 -0.031 -0.098
O 0.68887 0.15983 0.73798 4.363 -7.240 -8.301
O 0.07700 1.30203 1.78837 -4.617 9.715 9.499
O -0.33840 -4.28522 -1.62375 4.055 -3.704 1.188
O 3.14683 3.71084 2.77032 -0.171 -0.200 -0.100
O -1.61229 -2.95421 -2.42120 -4.112 3.593 -2.847
O -1.30230 -0.37372 -1.96970 -0.079 0.869 0.190
O 1.63519 3.15023 -2.26154 -0.516 -0.191 -0.491
O -0.05985 5.32283 -0.51702 -0.076 -0.214 -0.212
O 1.07152 -1.84160 -0.32341 0.642 -1.533 -0.939
O 2.73283 2.79525 0.08389 -0.148 -0.331 0.362
O -2.24803 -3.68384 -0.11111 -0.900 -0.059 0.813
O -2.37299 -2.74639 3.64009 -0.098 0.037 0.107
```
Positions in Å, forces in eV/Å.

Computed properties:
**Charge**: 0
**ΔE to the lowest compared entry with this formula, charge and spin**: 10.504 eV
**E_tot**: -916.93935 Ha

***

Number 1: strongest force on any atom 0.0193 Eh/bohr. Number 2: strongest force on any atom 0.0070 Eh/bohr. Number 3: strongest force on any atom 0.2791 Eh/bohr.